(1)
# C9H14

A 2-piece molecular cluster, C9H14 overall at a distorted geometry (ωB97M-V/def2-TZVPD, the Open Molecules 2025 dataset).

Structure (XYZ):
```
23
Properties=species:S:1:pos:R:3:forces:R:3
C 0.3582 -1.1035 -2.2975 -0.127 0.140 0.531
C 1.4249 -0.5578 -3.2458 0.273 0.219 -0.298
H 0.5540 -1.9349 -1.6145 0.809 -0.256 -0.557
H 0.1029 -0.3456 -1.5524 -0.669 0.012 -0.657
H -0.4585 -1.4454 -2.9335 -0.464 0.356 0.522
H 2.4372 -0.9471 -3.1268 -0.165 -0.215 -0.080
H 1.5240 0.5281 -3.2255 -0.071 0.112 0.574
H 1.0681 -0.6890 -4.2638 0.376 -0.506 -0.234
C -1.1304 1.5950 -0.2482 -0.656 0.363 -0.564
C -0.6984 0.7367 0.8951 -0.073 0.492 0.489
C 0.5989 0.1880 0.9015 -1.288 1.028 0.545
C -1.5552 0.5597 1.9856 1.783 0.254 0.671
C 1.0475 -0.4404 2.0500 0.519 -1.124 -0.185
C -1.0553 -0.0984 3.1132 -0.840 0.067 -0.220
C 0.2340 -0.5952 3.1637 -0.917 -0.566 -0.519
H -1.8412 2.3893 -0.0097 -0.028 -0.145 0.629
H -1.6966 0.9847 -0.9590 0.419 0.085 -0.357
H 1.1657 0.4405 0.0194 0.628 -0.454 0.142
H -2.4502 1.1383 2.1213 -0.551 -0.166 -0.497
H 1.9756 -1.0053 2.0632 0.215 0.469 -0.129
H -1.7599 -0.2478 3.9226 0.247 -0.017 0.259
H 0.4655 -1.2977 3.9537 0.483 0.372 0.181
H -0.3106 2.1479 -0.7127 0.098 -0.518 -0.244
```
Positions in Å, forces in eV/Å.

Summary:
HOMO level: -9.03 eV
spin multiplicity: 1
relative energy (zero: lowest compared OMol25 entry of this formula, charge and spin): 20.1 kcal per mole
electronic energy: -351.2981 a.u.
SMILES: Cc1ccccc1.CC
orbital gap: 10.05 eV
LUMO level: 1.02 eV

Atomic partial charges in e from the Löwdin method, atoms 1 to 2: number 1, C, carries -0.159; number 2, C, carries -0.161

(2)
# C2H4O2

A 2-piece molecular cluster, C2H4O2 overall at a distorted geometry (ωB97M-V/def2-TZVPD, the Open Molecules 2025 dataset).

Structure (XYZ):
```
8
Properties=species:S:1:pos:R:3:forces:R:3
O -0.7702 -0.4425 -0.8904 -2.521 1.585 -0.273
C -1.8470 0.1729 -0.8957 2.564 -2.759 0.373
H -2.6434 -0.1070 -1.5868 -0.063 0.229 -0.494
H -2.1020 0.8364 -0.0880 -0.010 0.831 0.383
O 1.4725 0.9004 0.5595 -0.393 2.096 -0.470
C 1.8519 -0.1720 0.8796 1.063 -0.385 0.346
H 2.9799 -0.2431 1.1526 -1.554 -0.869 -0.179
H 1.0584 -0.9452 0.8693 0.914 -0.728 0.315
```
Positions in Å, forces in eV/Å.

Summary:
HOMO level: -9.68 eV
spin multiplicity: 1
relative energy (zero: lowest compared OMol25 entry of this formula, charge and spin): 63.0 kcal per mole
electronic energy: -229.0061 a.u.
SMILES: C=O.C=O
orbital gap: 10.31 eV
LUMO level: 0.63 eV

Atomic partial charges in e from the Löwdin method, atoms 1 to 2: number 1, O, carries -0.043; number 2, C, carries -0.082

(3)
# C39H44BrF4N7PSTi

C39H44BrF4N7PSTi as an isolated structure (ωB97M-V/def2-TZVPD, the Open Molecules 2025 dataset).

Structure (XYZ):
```
98
Properties=species:S:1:pos:R:3:forces:R:3
Ti 0.0251 0.2124 -0.1629 -0.162 0.552 0.034
C -0.6242 3.2158 3.0399 0.001 -0.021 -0.002
C -0.4719 1.9414 2.2766 -0.006 0.024 -0.017
N -0.0899 1.9372 0.9800 0.126 -0.133 -0.076
N -0.1057 3.1634 0.3253 -0.042 0.009 0.157
C -0.7521 3.2461 -0.8359 0.030 0.036 0.022
N -0.7370 4.4141 -1.4875 0.004 0.020 -0.078
S -1.5873 1.9079 -1.4527 0.062 -0.186 0.004
C -0.7486 0.6529 2.7959 0.015 -0.041 -0.050
C -1.1194 0.3924 4.1351 0.014 -0.020 0.038
C -1.4268 -0.8833 4.5220 -0.011 0.011 0.032
C -1.3596 -1.9262 3.5831 0.001 -0.015 0.004
C -0.9779 -1.6171 2.3024 0.002 0.066 0.034
N -0.6699 -0.3742 1.8885 0.061 -0.055 -0.121
H 0.3370 3.7212 3.1768 0.001 -0.002 -0.004
H -1.2860 3.9036 2.5082 -0.001 -0.002 -0.003
H -1.0484 3.0497 4.0249 0.009 0.004 -0.007
H 0.4638 3.9200 0.6778 0.008 -0.029 -0.006
H -0.2010 5.2044 -1.1705 -0.018 0.003 0.011
H -1.1178 4.4380 -2.4175 -0.006 0.015 0.009
H -1.1580 1.1988 4.8526 0.000 -0.011 -0.008
H -1.7180 -1.0862 5.5450 0.011 0.010 -0.029
H -1.6009 -2.9459 3.8471 0.007 0.019 -0.004
H -0.8987 -2.3964 1.5539 -0.011 -0.006 -0.009
F -0.9962 -6.6480 -3.4090 -0.024 0.082 0.039
C -1.2669 -5.4829 -2.8430 0.048 -0.163 -0.073
C -2.5522 -4.9783 -2.8724 -0.125 -0.062 -0.066
F -3.5197 -5.6602 -3.4694 0.043 0.036 0.036
C -2.8149 -3.7601 -2.2740 -0.061 0.135 0.051
F -4.0716 -3.3182 -2.3207 0.044 -0.017 0.001
C -1.8266 -3.0104 -1.6425 -0.119 0.021 -0.007
P -2.1750 -1.3188 -1.0316 0.118 -0.018 -0.037
C -3.1039 -0.6356 -2.4471 -0.074 0.028 0.051
C -2.5062 -0.6624 -3.7060 -0.007 -0.020 -0.005
C -3.1449 -0.0918 -4.7953 0.021 -0.013 -0.003
C -4.3820 0.5169 -4.6346 -0.009 0.003 0.020
C -4.9818 0.5430 -3.3843 0.002 0.001 0.002
C -4.3477 -0.0322 -2.2916 0.016 -0.010 -0.020
C -3.3754 -1.4999 0.3213 -0.043 -0.013 -0.018
C -3.7077 -0.3359 1.0198 -0.006 -0.024 0.029
C -4.5587 -0.3934 2.1115 0.015 -0.004 -0.026
C -5.0734 -1.6154 2.5271 -0.002 -0.001 0.005
C -4.7401 -2.7747 1.8435 0.001 -0.015 -0.019
C -3.8960 -2.7192 0.7416 0.008 0.006 0.023
C -0.5412 -3.5510 -1.6175 0.043 0.064 0.039
Br 0.8883 -2.7042 -0.7184 0.006 -0.118 -0.003
C -0.2658 -4.7682 -2.2094 0.212 -0.043 0.031
F 0.9606 -5.2833 -2.1806 -0.070 0.016 -0.006
H -1.5444 -1.1429 -3.8475 -0.008 0.007 -0.007
H -2.6760 -0.1234 -5.7704 -0.004 -0.001 0.017
H -4.8801 0.9630 -5.4858 0.006 -0.007 0.019
H -5.9519 1.0068 -3.2564 0.029 -0.015 -0.002
H -4.8324 -0.0162 -1.3245 0.004 0.005 -0.009
H -3.2886 0.6165 0.7125 0.007 0.023 -0.008
H -4.8144 0.5150 2.6424 0.004 -0.016 -0.007
H -5.7347 -1.6626 3.3832 0.019 0.001 -0.021
H -5.1405 -3.7287 2.1632 0.011 0.025 -0.010
H -3.6427 -3.6364 0.2258 0.003 0.010 -0.003
C 3.2439 -2.5835 3.6037 -0.016 -0.024 0.013
C 3.2612 -1.2738 2.8245 0.016 0.020 0.009
C 4.6251 -1.0620 2.1758 -0.028 -0.002 -0.024
C 2.9215 -0.1110 3.7636 0.005 0.010 0.013
N 2.2393 -1.4458 1.7677 0.068 -0.027 -0.014
N 2.0365 -0.3030 0.9377 -0.124 -0.093 0.036
H 3.9674 -2.5512 4.4187 -0.012 -0.006 -0.012
H 3.4898 -3.4200 2.9482 -0.012 0.020 0.021
H 2.2554 -2.7616 4.0388 0.038 -0.002 -0.011
H 5.4041 -1.0333 2.9386 -0.021 -0.007 -0.013
H 4.6722 -0.1146 1.6318 0.003 -0.025 0.008
H 4.8468 -1.8763 1.4833 0.000 0.030 0.016
H 3.6484 -0.0597 4.5758 -0.022 0.007 -0.018
H 1.9287 -0.2458 4.2035 0.021 0.003 -0.010
H 2.9498 0.8605 3.2593 0.007 -0.022 0.019
H 1.3531 -1.6405 2.2181 -0.020 0.009 0.007
H 2.7529 -0.3167 0.2195 -0.021 0.036 -0.014
H 2.1587 0.5637 1.4635 0.010 -0.001 -0.025
C 3.0168 4.5105 -1.2623 0.028 -0.044 0.042
N 3.8465 3.5421 -0.5836 0.010 0.022 0.006
C 5.2556 3.6529 -0.9155 -0.066 0.002 0.000
C 3.2740 2.2114 -0.4689 0.027 0.061 -0.049
C 2.7100 1.5305 -1.7129 -0.001 0.037 -0.020
C 3.3748 1.6483 -2.9341 0.017 -0.023 0.000
C 2.8855 1.0446 -4.0841 0.009 0.020 0.020
C 1.7142 0.3049 -4.0246 -0.015 -0.007 0.004
C 1.0651 0.1827 -2.8037 0.153 0.038 -0.118
C 1.5258 0.7828 -1.6300 -0.231 -0.133 0.186
H 3.4204 5.5110 -1.0977 -0.010 0.003 -0.002
H 2.0059 4.4758 -0.8438 0.060 0.004 -0.039
H 2.9285 4.3489 -2.3463 -0.001 -0.007 -0.008
H 5.6326 4.6153 -0.5628 0.000 -0.006 0.000
H 5.4783 3.5921 -1.9891 -0.012 -0.018 -0.021
H 5.8163 2.8682 -0.4078 -0.010 0.004 0.003
H 2.4544 2.2686 0.2558 -0.022 0.014 0.029
H 4.0484 1.5823 -0.0169 0.010 -0.010 -0.001
H 4.2923 2.2183 -2.9947 0.004 0.008 0.000
H 3.4201 1.1500 -5.0199 -0.013 0.003 0.019
H 1.3155 -0.1673 -4.9151 0.015 0.005 0.020
H 0.1421 -0.3963 -2.7823 -0.047 -0.053 -0.016
```
Positions in Å, forces in eV/Å.

Summary:
HOMO level (spin up / spin down): -8.92 / -10.39 eV
spin multiplicity: 3
relative energy (zero: lowest compared OMol25 entry of this formula, charge and spin): 0.5 kcal per mole
electronic energy: -6458.1159 a.u.
total charge: +1
orbital gap (spin up / spin down): 6.71 / 7.21 eV
LUMO level (spin up / spin down): -2.21 / -3.18 eV

Atomic partial charges in e from the Löwdin method, atoms 1 to 2: number 1, Ti, carries 0.640; number 2, C, carries -0.010